The following is a quantum chemistry calculation of a gas-phase ion, C10H14NO (charge +1), from OMol25.

Last column: Mulliken charge in e.
Atoms and positions in Å:
C1 2.8236 0.8476 1.7461  -0.4518
C2 1.9353 1.7896 2.0848  -0.3195
C3 2.5386 -0.1728 0.7482  -1.0290
C4 0.6503 1.8120 1.5201  -0.8874
C5 1.3649 -0.0343 0.0447  0.9033
C6 0.4185 0.8555 0.5398  0.6168
C7 0.9299 -1.1022 -0.9586  -1.0706
C8 -1.4038 -0.1832 -0.6970  0.9372
C9 -2.6666 0.3626 -1.5003  -1.3029
C10 -1.7707 -1.2263 0.3762  -1.4155
N1 -0.3594 -0.7629 -1.6490  -0.0987
O1 -0.8279 0.9168 -0.1155  -0.3601
H1 3.6991 0.7590 2.3811  0.3876
H2 2.2196 2.6346 2.7895  0.3239
H3 3.3005 -0.9374 0.4825  0.3768
H4 -0.1421 2.4737 1.7718  0.4965
H5 1.8470 -1.1696 -1.7263  0.4291
H6 0.8145 -1.9799 -0.3772  0.4209
H7 -2.5116 1.4317 -1.6274  0.3981
H8 -3.5038 0.2362 -0.9463  0.3847
H9 -2.7962 -0.2456 -2.5026  0.3298
H10 -0.9334 -1.5154 1.0209  0.3881
H11 -2.1984 -2.1358 -0.0085  0.4307
H12 -2.6960 -0.8112 1.0262  0.3430
H13 -0.0992 -0.2000 -2.5579  0.4372
H14 -0.6325 -1.6426 -1.8653  0.3317

## Properties
<S²>: 2.03
2S+1: 3
HOMO energy (alpha / beta), eV: -8.48 / -12.84
Calculated total energy, eV: -14122.8011
Net charge: +1